C22H28FN3O3 | ωB97M-V with the def2-TZVPD basis set

```
! wB97M-V def2-TZVPD RIJCOSX def2/J DEFGRID3
* xyz 0 1
C -6.062 -1.425 1.842
H -6.545 -1.677 2.783
O -6.474 -2.396 0.912
C -5.993 -2.169 -0.395
C -4.503 -2.265 -0.502
C -3.651 -3.327 -0.379
C -2.351 -2.812 -0.548
C -2.490 -1.461 -0.750
C -1.410 -0.509 -1.047
O -0.309 -0.941 -1.373
N -1.649 0.820 -0.958
C -2.845 1.430 -0.415
H -3.610 1.532 -1.195
C -2.512 2.796 0.194
C -1.147 2.723 0.869
H -0.957 3.610 1.473
H -1.132 1.858 1.531
C -0.059 2.592 -0.207
N 1.203 2.150 0.347
C 2.364 2.392 -0.502
C 3.045 1.110 -0.989
N 3.504 0.363 0.157
C 4.571 -0.492 0.099
C 5.173 -0.969 1.273
C 6.260 -1.818 1.225
C 6.770 -2.196 -0.002
C 6.206 -1.745 -1.179
C 5.113 -0.904 -1.128
H 4.665 -0.584 -2.054
H 6.616 -2.060 -2.126
F 7.844 -3.025 -0.051
H 6.719 -2.180 2.132
H 4.800 -0.660 2.236
C 2.665 0.465 1.329
H 2.652 -0.497 1.850
C 1.237 0.814 0.923
H 0.614 0.800 1.821
H 0.871 0.040 0.233
H 3.041 1.233 2.021
H 2.353 0.517 -1.605
H 3.903 1.389 -1.606
H 3.097 2.966 0.080
H 2.080 2.995 -1.367
C -0.621 1.741 -1.382
H -1.048 2.405 -2.141
H 0.174 1.154 -1.844
H 0.133 3.597 -0.602
H -3.285 3.058 0.917
H -2.500 3.571 -0.574
H -3.245 0.783 0.369
O -3.806 -1.131 -0.720
H -1.424 -3.346 -0.527
H -3.927 -4.345 -0.195
H -6.304 -1.175 -0.751
H -6.465 -2.941 -1.009
H -4.974 -1.433 1.980
H -6.372 -0.420 1.528
*
```

Output
Highest occupied orbital energy in eV: -7.3
ΔE to the lowest compared entry with this formula, charge and spin in kcal/mol: 43.5
Calculated total energy in Eh: -1344.93714
LUMO energy in eV: 0.542
SMILES: COCc1ccc(C(=O)N2CCC[C@@H](N3CCN(c4ccc(F)cc4)CC3)C2)o1